[1]
Computed, not measured: C25H30As2ClIN2O15P2V as an isolated structure, with ωB97M-V with the def2-TZVPD basis set.

The geometry in ORCA input format:
```
! wB97M-V def2-TZVPD RIJCOSX def2/J DEFGRID3
* xyz 0 4
V -0.1616 -0.1936 0.1138
Cl -3.6051 -4.4956 4.0275
C -2.5639 -3.2439 3.4323
C -1.7639 -2.5593 4.3120
C -0.9125 -1.5426 3.8642
I 0.2793 -0.4580 5.1966
C -0.8452 -1.2010 2.5242
O -0.0794 -0.2969 1.9862
C -1.7177 -1.8920 1.6377
N -1.6240 -1.4602 0.3489
C -2.3346 -2.0901 -0.5736
C -3.1907 -3.1477 -0.2519
C -3.3238 -3.5646 1.0476
C -2.5688 -2.9293 2.0557
H -1.7881 -2.8203 5.3607
H -2.2236 -1.7453 -1.5899
H -3.7500 -3.6254 -1.0433
H -3.9841 -4.3795 1.3111
N 2.2548 0.9551 -2.5457
C 2.2075 -0.4994 -2.1463
C 3.2497 -1.3267 -2.8691
P 0.4736 -1.0333 -2.5603
O 0.5013 -0.5030 -4.1035
O 0.1811 -2.4674 -2.4889
O -0.3910 -0.0359 -1.7936
P 2.2456 -0.6194 -0.2924
O 3.8010 -0.7955 0.0473
O 1.4352 -1.7875 0.1531
O 1.7423 0.7296 0.1648
H 1.7164 1.0861 -3.4085
H 3.2078 1.2877 -2.6724
H 1.7879 1.5509 -1.8225
H 3.1634 -1.1979 -3.9489
H 3.0715 -2.3782 -2.6431
H 4.2561 -1.0674 -2.5388
H -0.0447 -1.0747 -4.6642
H 3.9448 -1.5972 0.5756
C -4.1447 0.4759 3.6077
O -3.5096 0.7242 2.3558
C -4.2233 1.4744 1.4485
O -5.3328 1.8971 1.6927
C -3.4859 1.6105 0.2120
C -4.0347 2.2297 -0.9366
As -4.2606 4.1046 -0.5009
C -4.8004 4.9385 -2.2080
C -2.2870 4.3639 -0.7060
C -1.3425 3.4443 -0.4941
As -1.5616 1.6446 0.3477
C -1.2564 2.4555 2.1115
C 0.0639 3.7406 -0.8248
O 0.8357 2.9370 -1.3166
O 0.4369 4.9835 -0.5274
C 1.7589 5.3662 -0.9068
C -1.9420 5.7158 -1.2544
O -1.7493 5.9241 -2.4189
O -1.9325 6.7492 -0.3833
C -2.0511 6.5220 1.0242
C -3.5366 1.8300 -2.2611
O -2.9869 2.5479 -3.0684
O -3.7322 0.5245 -2.6142
C -4.7038 -0.2512 -1.9150
H -3.3546 0.2787 4.3302
H -4.7966 -0.3966 3.5307
H -4.7374 1.3368 3.9117
H -5.8416 4.6830 -2.3994
H -4.1646 4.5838 -3.0142
H -4.7138 6.0217 -2.1204
H -1.9760 3.2514 2.2905
H -0.2402 2.8561 2.0810
H -1.3035 1.7091 2.8976
H 1.8700 6.4006 -0.5984
H 1.8825 5.2854 -1.9861
H 2.4942 4.7377 -0.4049
H -1.9787 7.5042 1.4832
H -1.2410 5.8876 1.3864
H -3.0134 6.0777 1.2767
H -4.8251 -1.1659 -2.4946
H -5.6546 0.2797 -1.8572
H -4.3838 -0.4913 -0.9016
*
```

Summary:
LUMO (alpha / beta) (eV): -0.7 / -1.0
Relative energy (zero: lowest compared OMol25 entry of this formula, charge and spin) (eV): 0.5715
Expectation value of S²: 3.77
Kohn-Sham gap (alpha / beta) (eV): 5.72 / 6.26


[2]
Computed, not measured: C10H13F6N4O7S3 as an isolated structure, with ωB97M-V with the def2-TZVPD basis set.

The geometry in ORCA input format:
```
! wB97M-V def2-TZVPD RIJCOSX def2/J DEFGRID3
* xyz -1 1
N -2.2991 0.3658 5.6351
C -2.7298 0.6568 4.2079
C -2.8379 -0.6776 3.2463
O -3.4630 -1.7421 4.0999
C -1.3998 -1.2586 2.7167
C -0.9155 -0.6971 1.2551
C -0.1094 0.7261 1.1372
N 0.8139 1.1601 2.2601
O -1.0251 1.7684 0.5686
C -1.7439 1.0999 -0.5272
O -2.0687 1.6111 -1.7352
C -2.0059 -0.4449 0.0574
N -1.4481 -1.2692 -1.1067
C -1.8741 -2.5732 -1.0436
S -2.5463 -4.1269 -0.7724
H -1.4346 -0.2520 5.6342
H -3.0525 -0.1045 6.1833
H -2.0925 1.5294 3.7416
H -3.8412 1.0844 4.2883
H -3.5661 -0.4028 2.3711
H -2.6806 -2.1160 4.6206
H -0.5829 -1.0260 3.5539
H -1.4987 -2.4474 2.7199
H -0.1427 -1.5280 0.8904
H 0.6076 0.5170 0.2068
H 1.5966 0.4536 2.2996
H 0.3173 1.2283 3.1776
H -3.1148 -0.7988 0.1933
C 5.5496 0.7901 -4.4239
F 6.7832 0.2099 -4.3652
F 5.6450 1.9637 -3.7292
F 5.3562 1.1479 -5.7290
S 4.2178 -0.2840 -3.7933
O 4.5823 -0.5370 -2.3966
O 4.2584 -1.4649 -4.6609
N 3.0234 0.7292 -4.0374
S 1.6247 0.1280 -3.5951
O 1.4124 -0.0353 -2.1548
O 1.0932 -0.9598 -4.4204
C 0.6118 1.5768 -4.0441
F 0.7100 1.8902 -5.3711
F 0.9877 2.7048 -3.3693
F -0.7178 1.4046 -3.7896
*
```

Summary:
LUMO (eV): 1.3
Kohn-Sham gap (eV): 7.95


Copy entry 1 word for word.
Computed, not measured: C25H30As2ClIN2O15P2V as an isolated structure, with ωB97M-V with the def2-TZVPD basis set.

The geometry in ORCA input format:
```
! wB97M-V def2-TZVPD RIJCOSX def2/J DEFGRID3
* xyz 0 4
V -0.1616 -0.1936 0.1138
Cl -3.6051 -4.4956 4.0275
C -2.5639 -3.2439 3.4323
C -1.7639 -2.5593 4.3120
C -0.9125 -1.5426 3.8642
I 0.2793 -0.4580 5.1966
C -0.8452 -1.2010 2.5242
O -0.0794 -0.2969 1.9862
C -1.7177 -1.8920 1.6377
N -1.6240 -1.4602 0.3489
C -2.3346 -2.0901 -0.5736
C -3.1907 -3.1477 -0.2519
C -3.3238 -3.5646 1.0476
C -2.5688 -2.9293 2.0557
H -1.7881 -2.8203 5.3607
H -2.2236 -1.7453 -1.5899
H -3.7500 -3.6254 -1.0433
H -3.9841 -4.3795 1.3111
N 2.2548 0.9551 -2.5457
C 2.2075 -0.4994 -2.1463
C 3.2497 -1.3267 -2.8691
P 0.4736 -1.0333 -2.5603
O 0.5013 -0.5030 -4.1035
O 0.1811 -2.4674 -2.4889
O -0.3910 -0.0359 -1.7936
P 2.2456 -0.6194 -0.2924
O 3.8010 -0.7955 0.0473
O 1.4352 -1.7875 0.1531
O 1.7423 0.7296 0.1648
H 1.7164 1.0861 -3.4085
H 3.2078 1.2877 -2.6724
H 1.7879 1.5509 -1.8225
H 3.1634 -1.1979 -3.9489
H 3.0715 -2.3782 -2.6431
H 4.2561 -1.0674 -2.5388
H -0.0447 -1.0747 -4.6642
H 3.9448 -1.5972 0.5756
C -4.1447 0.4759 3.6077
O -3.5096 0.7242 2.3558
C -4.2233 1.4744 1.4485
O -5.3328 1.8971 1.6927
C -3.4859 1.6105 0.2120
C -4.0347 2.2297 -0.9366
As -4.2606 4.1046 -0.5009
C -4.8004 4.9385 -2.2080
C -2.2870 4.3639 -0.7060
C -1.3425 3.4443 -0.4941
As -1.5616 1.6446 0.3477
C -1.2564 2.4555 2.1115
C 0.0639 3.7406 -0.8248
O 0.8357 2.9370 -1.3166
O 0.4369 4.9835 -0.5274
C 1.7589 5.3662 -0.9068
C -1.9420 5.7158 -1.2544
O -1.7493 5.9241 -2.4189
O -1.9325 6.7492 -0.3833
C -2.0511 6.5220 1.0242
C -3.5366 1.8300 -2.2611
O -2.9869 2.5479 -3.0684
O -3.7322 0.5245 -2.6142
C -4.7038 -0.2512 -1.9150
H -3.3546 0.2787 4.3302
H -4.7966 -0.3966 3.5307
H -4.7374 1.3368 3.9117
H -5.8416 4.6830 -2.3994
H -4.1646 4.5838 -3.0142
H -4.7138 6.0217 -2.1204
H -1.9760 3.2514 2.2905
H -0.2402 2.8561 2.0810
H -1.3035 1.7091 2.8976
H 1.8700 6.4006 -0.5984
H 1.8825 5.2854 -1.9861
H 2.4942 4.7377 -0.4049
H -1.9787 7.5042 1.4832
H -1.2410 5.8876 1.3864
H -3.0134 6.0777 1.2767
H -4.8251 -1.1659 -2.4946
H -5.6546 0.2797 -1.8572
H -4.3838 -0.4913 -0.9016
*
```

Summary:
LUMO (alpha / beta) (eV): -0.7 / -1.0
Relative energy (zero: lowest compared OMol25 entry of this formula, charge and spin) (eV): 0.5715
Expectation value of S²: 3.77
Kohn-Sham gap (alpha / beta) (eV): 5.72 / 6.26